Formula: C4H6O2S
Source: the OMol25 dataset
Level of theory: wB97M-V/def2-TZVPD

Results
E_tot = -704.47318 Eh
HOMO (alpha / beta) = -5.4 / -8.9 eV
spin multiplicity = 3
Kohn-Sham gap (alpha / beta) = 5.5 / 5.9 eV
ΔE to the lowest compared entry with this formula, charge and spin = 53.5 kcal per mole

Last column: Mulliken charge in e.
Element x y z (Å)
S -3.811928 0.100535 -0.203983  0.175
O -2.333914 0.563435 -0.295936  -0.437
O -1.800650 -1.827997 0.533099  -0.406
C -1.187625 -0.946198 0.188937  0.456
C 1.030420 -1.476150 -0.373738  -1.104
C 0.351357 0.979337 -0.071819  -0.907
C 0.169979 -0.466554 -0.051046  0.611
H 0.613079 1.198286 0.968450  0.258
H 0.739612 -2.573556 -0.309858  0.206
H -0.688883 1.344414 -0.252535  0.349
H -4.249656 0.665466 1.028913  0.198
H 2.129388 -1.406270 -0.554951  0.295
H 1.084283 1.346893 -0.852166  0.307

Atoms 1-3, force components in eV/Å:
S 1.173 1.430 0.749
O -3.410 -0.307 0.237
O -3.831 -3.834 1.747